ORCA calculation (ωB97M-V/def2-TZVPD) on a molecular structure, C22H43IN6O7P4 in a non-equilibrium geometry.

## Properties
Gap between HOMO and LUMO: 4.3 eV
Highest occupied orbital energy: -6.044 eV

Geometry (Å):
C -4.898 -3.118 1.765
C -4.413 -1.883 2.729
P -2.514 -1.704 2.913
C -1.664 -3.388 3.205
C -1.770 -4.450 1.961
N -1.814 -0.847 1.470
C -0.570 -0.276 1.554
N 0.092 0.417 0.343
C -0.303 1.840 0.628
C 0.410 2.983 -0.303
C -0.421 3.147 -1.731
N 0.392 3.766 -2.847
C 1.317 2.714 -3.416
C 1.378 2.673 -5.066
C 2.618 3.209 -5.995
C 2.537 3.044 -7.655
C 1.253 2.334 -8.394
C -0.009 1.819 -7.440
C 0.060 1.980 -5.812
O -1.104 1.481 -5.021
C 1.522 -0.016 0.540
I 1.280 -2.228 0.314
P 2.864 0.318 -0.756
O 3.810 1.551 -0.481
C 1.898 0.037 2.169
N 2.496 1.415 2.282
N 2.720 -1.203 2.388
C 4.199 -1.016 2.192
C 2.572 -1.793 3.773
C 2.201 -3.418 3.910
O 2.759 -1.153 4.935
N 0.457 -0.199 2.668
P -0.013 0.519 4.215
O -1.401 1.299 3.987
O -0.392 -0.835 5.303
O 1.196 1.452 5.039
P -2.879 -0.846 0.021
C -3.948 0.728 -0.098
C -1.930 -1.237 -1.586
H -5.935 -2.918 1.213
H -4.121 -3.308 0.884
H -4.982 -4.140 2.341
H -4.954 -0.907 2.356
H -4.838 -2.125 3.816
H -2.087 -3.842 4.225
H -0.528 -3.177 3.387
H -0.895 -5.243 2.118
H -2.771 -5.046 2.078
H -1.612 -3.966 0.907
H -1.472 1.913 0.391
H -0.197 2.183 1.746
H 0.245 4.021 0.265
H 1.566 2.877 -0.436
H -0.990 2.150 -2.043
H -1.293 3.926 -1.489
H 1.027 4.505 -2.430
H 2.410 2.871 -2.995
H 0.854 1.661 -3.094
H 3.571 3.696 -5.518
H 3.450 3.412 -8.297
H 1.201 2.181 -9.561
H -0.911 1.304 -7.985
H -1.951 1.715 -5.532
H 3.739 -0.863 -0.767
H 2.255 0.330 -2.090
H 3.256 1.467 3.026
H 1.811 2.145 2.582
H 4.606 -2.003 1.657
H 4.528 -0.093 1.561
H 4.764 -0.964 3.242
H 2.145 -3.936 2.860
H 1.255 -3.583 4.586
H 3.116 -3.873 4.527
H -0.015 -1.676 4.909
H 0.680 2.071 5.665
H -3.807 1.316 0.931
H -5.114 0.475 -0.135
H -3.642 1.475 -0.945
H -2.756 -1.435 -2.424
H -1.386 -0.229 -1.921
H -1.196 -2.150 -1.521
O 0.789 -0.993 -3.062
H 0.197 -0.341 -2.733

ORCA calculation (ωB97M-V/def2-TZVPD) on a molecular structure, C22H43N2P3PtSe in a non-equilibrium geometry.

## Properties
Gap between HOMO and LUMO (spin up / spin down): 7.0 / 4.9 eV
Total charge: +4
Highest occupied orbital energy (spin up / spin down): -19.082 / -19.482 eV
ΔE to the lowest compared entry with this formula, charge and spin: 0.0000 eV
2S+1: 5

Geometry (Å):
Pt 0.420 -0.386 -0.256
P 1.624 -2.107 -1.338
P 2.055 1.058 0.381
P -1.703 -1.202 -0.330
H -1.311 4.192 0.942
C -2.163 3.600 1.306
C -2.133 2.934 2.475
H -1.252 2.915 3.124
C 1.646 -2.000 -3.161
C 3.391 -2.275 -0.922
C 0.969 -3.776 -1.008
C 1.444 2.525 1.249
C 3.233 0.313 1.555
C 2.984 1.612 -1.071
C -2.931 -0.033 0.311
C -1.962 -2.698 0.665
C -2.158 -1.576 -2.040
H -3.057 3.594 0.669
H -3.044 2.487 2.888
H 2.187 -2.865 -3.579
H 2.147 -1.070 -3.464
H 0.619 -1.979 -3.550
H 3.820 -2.999 -1.630
H 3.521 -2.662 0.097
H 3.916 -1.317 -1.021
H 1.606 -4.499 -1.538
H -0.060 -3.865 -1.377
H 0.995 -3.989 0.069
H 2.236 3.286 1.200
H 1.242 2.280 2.301
H 0.519 2.912 0.803
H 3.963 1.073 1.869
H 3.766 -0.528 1.092
H 2.679 -0.041 2.435
H 3.607 2.470 -0.789
H 2.277 1.909 -1.863
H 3.626 0.808 -1.451
H -3.920 -0.347 -0.053
H -2.718 0.988 -0.026
H -2.929 -0.043 1.408
H -2.993 -3.050 0.523
H -1.801 -2.454 1.721
H -1.267 -3.494 0.382
H -3.243 -1.734 -2.084
H -1.650 -2.485 -2.381
H -1.876 -0.734 -2.690
C -0.936 2.801 -3.679
C -1.342 3.698 -2.653
C -1.993 4.891 -2.965
C -2.300 5.217 -4.297
C -1.923 4.330 -5.321
C -1.259 3.139 -5.023
Se 0.027 1.286 -3.227
H 0.424 -0.951 1.298
H -1.108 3.437 -1.618
H -2.264 5.580 -2.159
H -2.820 6.152 -4.532
H -2.147 4.577 -6.358
H -0.959 2.451 -5.812
N 1.983 -2.877 2.865
C 0.892 -2.523 3.590
C 0.554 -3.293 4.731
C -0.594 -2.958 5.439
C -1.336 -1.836 5.030
C -0.908 -1.111 3.914
N 0.151 -1.477 3.165
H 2.306 -2.310 2.090
H 2.613 -3.568 3.245
H 1.202 -4.131 4.984
H -0.906 -3.554 6.296
H -2.240 -1.523 5.554
H -1.437 -0.203 3.598

ORCA calculation (ωB97M-V/def2-TZVPD) on a molecular structure, C22H43N2P3STl in a non-equilibrium geometry.

## Properties
Gap between HOMO and LUMO (spin up / spin down): 4.3 / 3.4 eV
Total charge: +3
Highest occupied orbital energy (spin up / spin down): -15.873 / -15.827 eV
ΔE to the lowest compared entry with this formula, charge and spin: 4.0635 eV

Geometry (Å):
Tl 0.090 -0.508 -1.005
P -0.773 1.912 1.412
P -2.614 -0.818 -0.760
P 2.583 1.033 -0.351
H -0.032 -2.590 -8.922
C 1.009 -2.791 -8.629
C 1.343 -3.991 -8.104
H 0.563 -4.754 -7.958
C -1.235 3.495 0.584
C -2.228 1.754 2.532
C 0.414 2.586 2.649
C -2.637 -2.291 -1.848
C -3.799 -1.222 0.566
C -3.486 0.445 -1.763
C 3.743 0.212 -1.519
C 3.618 1.106 1.165
C 2.656 2.781 -0.925
H 1.749 -2.013 -8.845
H 2.373 -4.264 -7.854
H -1.513 4.261 1.324
H -2.086 3.303 -0.083
H -0.381 3.845 -0.011
H -2.331 2.644 3.170
H -2.092 0.865 3.164
H -3.137 1.622 1.932
H -0.075 3.305 3.322
H 1.254 3.073 2.137
H 0.804 1.746 3.238
H -3.651 -2.716 -1.871
H -1.926 -3.036 -1.457
H -2.315 -2.021 -2.866
H -4.796 -0.803 0.358
H -3.431 -0.809 1.518
H -3.888 -2.313 0.671
H -4.389 0.014 -2.219
H -2.806 0.806 -2.548
H -3.765 1.294 -1.120
H 4.709 0.738 -1.523
H 3.312 0.219 -2.532
H 3.881 -0.834 -1.205
H 4.507 1.735 1.013
H 3.942 0.091 1.438
H 3.025 1.518 1.996
H 3.681 3.047 -1.227
H 2.325 3.448 -0.114
H 1.976 2.895 -1.783
C 0.835 -1.814 -3.557
C 0.732 -0.453 -3.947
C 0.298 -0.101 -5.218
C 0.022 -1.100 -6.165
C 0.089 -2.446 -5.771
C 0.482 -2.808 -4.497
S 1.367 -2.489 -2.080
H -0.196 1.143 -1.741
H 0.945 0.351 -3.256
H 0.194 0.949 -5.510
H -0.189 -0.857 -7.213
H -0.070 -3.243 -6.495
H 0.561 -3.856 -4.208
N 1.500 -3.878 5.066
C 1.197 -3.100 3.999
C 2.159 -2.851 2.988
C 1.778 -2.078 1.885
N 0.538 -1.564 1.724
C -0.361 -1.765 2.713
C -0.097 -2.528 3.856
H 2.416 -4.298 5.177
H 0.836 -4.082 5.792
H 3.170 -3.261 3.052
H 2.509 -1.861 1.087
H -1.351 -1.289 2.590
H -0.870 -2.686 4.612

ORCA calculation (ωB97M-V/def2-TZVPD) on a molecular structure, C22H43NO4S3.

## Properties
Gap between HOMO and LUMO: 8.4 eV
Highest occupied orbital energy: -8.404 eV

Geometry (Å):
C 6.125 -2.316 2.383
C 6.024 -1.201 1.342
C 6.091 -1.703 -0.104
C 5.187 -2.896 -0.414
C 3.714 -2.640 -0.086
C 2.767 -3.460 -0.961
C 1.328 -3.543 -0.440
C 0.720 -2.185 -0.074
N -0.199 -1.686 -1.114
C -1.483 -2.423 -1.117
C -2.662 -1.687 -1.758
C -3.589 -0.925 -0.792
C -5.064 -1.312 -0.928
C -5.891 -0.892 0.285
C -5.927 0.631 0.488
C -7.225 1.155 1.135
C -7.014 1.790 2.512
C -0.347 -0.271 -0.963
S -0.766 0.483 0.410
S 0.054 0.530 -2.471
C 0.741 2.116 -1.936
C -0.239 3.258 -1.681
C 0.415 4.511 -1.088
C 0.779 4.491 0.399
C 1.994 5.367 0.729
O 3.101 4.484 0.444
S 2.748 3.105 1.151
O 2.974 3.202 2.547
O 3.321 2.054 0.391
O 1.185 3.182 0.880
H 6.362 -1.908 3.366
H 5.189 -2.868 2.483
H 6.910 -3.032 2.125
H 5.098 -0.640 1.490
H 6.849 -0.505 1.505
H 5.788 -0.888 -0.771
H 7.126 -1.946 -0.360
H 5.541 -3.800 0.090
H 5.258 -3.104 -1.487
H 3.526 -1.571 -0.225
H 3.510 -2.853 0.969
H 3.158 -4.481 -1.026
H 2.779 -3.067 -1.983
H 0.704 -4.034 -1.188
H 1.311 -4.189 0.443
H 1.512 -1.445 0.022
H 0.208 -2.218 0.895
H -1.309 -3.337 -1.686
H -1.740 -2.733 -0.094
H -3.260 -2.453 -2.258
H -2.302 -1.031 -2.554
H -3.279 -1.122 0.238
H -3.492 0.150 -0.958
H -5.491 -0.833 -1.816
H -5.151 -2.394 -1.071
H -6.912 -1.265 0.167
H -5.461 -1.372 1.170
H -5.087 0.928 1.121
H -5.769 1.118 -0.478
H -7.950 0.342 1.223
H -7.682 1.896 0.476
H -6.253 1.252 3.080
H -7.934 1.792 3.099
H -6.687 2.827 2.423
H 1.381 2.391 -2.779
H 1.397 1.906 -1.099
H -1.078 2.937 -1.064
H -0.656 3.542 -2.651
H -0.309 5.327 -1.177
H 1.286 4.800 -1.684
H -0.077 4.786 1.004
H 2.036 5.647 1.781
H 2.085 6.228 0.073

ORCA calculation (ωB97M-V/def2-TZVPD) on 11 unconnected molecules or ions with the total composition C22H44Br22 in a non-equilibrium geometry.

## Properties
Gap between HOMO and LUMO (spin up / spin down): 8.5 / 2.7 eV
Total charge: +1
Highest occupied orbital energy (spin up / spin down): -11.737 / -11.730 eV
ΔE to the lowest compared entry with this formula, charge and spin: 1.1848 eV
2S+1: 2

Geometry (Å):
Br -5.301 2.316 2.027
C -4.959 0.804 0.714
C -5.324 -0.599 1.330
Br -3.825 -1.241 2.436
H -3.981 0.988 0.272
H -5.635 0.901 -0.136
H -5.457 -1.323 0.526
H -6.219 -0.499 1.945
Br -3.469 -4.375 5.387
C -2.840 -2.537 5.862
C -1.599 -2.334 5.057
Br -0.548 -0.708 5.545
H -2.658 -2.498 6.936
H -3.655 -1.901 5.518
H -1.929 -2.271 4.020
H -0.817 -3.092 5.020
Br -2.023 -3.357 -2.699
C -3.504 -2.092 -3.496
C -4.650 -2.001 -2.437
Br -6.090 -0.736 -2.913
H -3.954 -2.624 -4.334
H -3.194 -1.075 -3.736
H -4.352 -1.729 -1.424
H -5.157 -2.956 -2.303
Br -0.157 -1.983 1.751
C 0.512 -0.565 0.602
C -0.319 -0.518 -0.637
Br 0.257 1.045 -1.858
H 1.573 -0.714 0.405
H 0.503 0.340 1.210
H -1.371 -0.259 -0.515
H -0.285 -1.441 -1.216
Br 3.678 -1.545 2.737
C 2.474 -2.299 4.154
C 2.762 -3.800 4.210
Br 1.664 -4.488 5.736
H 1.435 -2.126 3.876
H 2.547 -1.812 5.127
H 3.788 -4.047 4.481
H 2.647 -4.295 3.246
Br 4.117 5.060 -3.569
C 3.126 3.373 -3.112
C 2.649 3.289 -1.712
Br 1.069 4.502 -1.466
H 3.853 2.576 -3.271
H 2.323 3.105 -3.799
H 3.302 3.582 -0.890
H 2.357 2.266 -1.478
Br -1.595 2.365 1.785
C -1.626 4.355 1.491
C -3.069 4.746 1.143
Br -3.025 6.605 0.508
H -0.845 4.669 0.799
H -1.354 4.787 2.454
H -3.726 4.561 1.992
H -3.341 4.284 0.194
Br 1.328 -4.263 -1.684
C 2.740 -4.956 -0.495
C 3.784 -3.916 -0.099
Br 5.070 -4.712 1.243
H 3.256 -5.673 -1.133
H 2.300 -5.489 0.348
H 3.287 -3.138 0.480
H 4.250 -3.494 -0.989
Br -1.261 3.698 -5.665
C -1.862 3.038 -3.905
C -3.452 3.100 -3.840
Br -4.026 2.639 -2.040
H -1.517 3.544 -3.003
H -1.513 2.007 -3.860
H -3.868 2.337 -4.499
H -3.918 4.061 -4.057
Br 2.828 1.795 2.074
C 4.833 1.926 2.124
C 5.288 2.720 0.860
Br 7.253 2.794 0.802
H 5.196 0.914 2.304
H 5.054 2.459 3.048
H 4.917 3.744 0.846
H 4.942 2.194 -0.030
Br 1.985 0.773 -5.119
C 2.627 -1.057 -4.797
C 2.435 -1.366 -3.357
Br 3.607 -0.139 -2.339
H 3.638 -1.063 -5.206
H 1.902 -1.596 -5.406
H 2.692 -2.391 -3.090
H 1.420 -1.171 -3.011

ORCA calculation (ωB97M-V/def2-TZVPD) on a molecular structure, C22H44Cl22 in a non-equilibrium geometry.

## Properties
Gap between HOMO and LUMO: 8.2 eV
Highest occupied orbital energy: -8.278 eV
ΔE to the lowest compared entry with this formula, charge and spin: 47.7710 eV

Geometry (Å):
Cl -21.464 5.654 16.905
C -20.478 6.136 18.347
C -20.795 5.373 19.621
Cl -19.709 5.762 20.945
H -20.585 7.199 18.565
H -19.472 5.951 17.969
H -20.648 4.307 19.448
H -21.800 5.556 20.003
Cl -18.492 3.959 13.564
C -18.371 4.977 12.137
C -17.074 5.742 12.389
Cl -16.705 6.929 11.055
H -19.285 5.565 12.219
H -18.248 4.401 11.219
H -16.273 5.006 12.469
H -17.105 6.288 13.332
Cl -22.036 1.718 15.820
C -20.611 2.504 15.038
C -20.487 3.997 15.140
Cl -21.806 4.595 14.120
H -20.723 2.263 13.981
H -19.715 1.992 15.388
H -19.558 4.411 14.749
H -20.494 4.463 16.125
Cl -22.754 -2.094 14.130
C -21.543 -0.922 13.423
C -20.861 -0.164 14.606
Cl -19.684 0.878 13.898
H -22.085 -0.244 12.764
H -20.776 -1.464 12.870
H -20.318 -0.793 15.311
H -21.575 0.545 15.024
Cl -19.782 7.371 12.977
C -21.034 6.906 14.113
C -20.959 7.689 15.358
Cl -21.366 9.346 15.084
H -20.918 5.862 14.402
H -22.018 7.038 13.664
H -19.915 7.705 15.669
H -21.599 7.239 16.116
Cl -24.544 2.749 15.851
C -23.479 4.109 16.246
C -24.092 5.136 17.207
Cl -25.449 6.151 16.569
H -23.128 4.536 15.306
H -22.516 3.766 16.626
H -23.450 5.790 17.797
H -24.496 4.602 18.068
Cl -18.770 7.969 17.813
C -17.476 6.847 17.169
C -17.661 6.657 15.633
Cl -19.176 5.655 15.362
H -17.510 5.953 17.791
H -16.538 7.331 17.439
H -16.792 6.204 15.156
H -17.885 7.541 15.036
Cl -20.026 3.240 17.369
C -19.175 2.840 18.884
C -17.742 3.487 18.976
Cl -17.854 5.193 19.125
H -19.016 1.767 18.991
H -19.841 3.144 19.691
H -17.095 3.277 18.125
H -17.401 2.988 19.884
Cl -23.498 3.270 12.547
C -22.854 1.641 12.361
C -21.468 1.851 11.697
Cl -20.907 0.184 11.325
H -23.513 1.018 11.756
H -22.799 1.254 13.378
H -20.737 2.291 12.375
H -21.629 2.408 10.773
Cl -23.663 5.610 10.325
C -22.110 4.732 10.574
C -21.530 4.888 11.984
Cl -20.020 3.969 11.948
H -21.386 5.095 9.845
H -22.273 3.686 10.316
H -22.244 4.669 12.778
H -21.177 5.871 12.296
Cl -22.262 -1.043 16.958
C -23.471 0.275 16.535
C -24.730 0.338 17.322
Cl -24.346 0.788 19.017
H -23.833 0.079 15.526
H -22.924 1.215 16.462
H -25.291 -0.591 17.419
H -25.372 1.115 16.907

| no. | E_tot (Eh) |
| --- | --- |
| 1 | -3381.63195 |
| 2 | -4516.84928 |
| 3 | -2567.20144 |
| 4 | -2414.29545 |
| 5 | -57492.59344 |
| 6 | -10987.20052 |